{"formula": "C6H9N", "method": "ωB97M-V/def2-TZVPD", "species": ["C", "C", "C", "C", "N", "C", "C", "H", "H", "H", "H", "H", "H", "H", "H", "H"], "positions_angstrom": [[2.5650, 0.2556, 0.1522], [1.4003, -0.5627, -0.2626], [0.7499, -1.6604, -0.5615], [-0.0370, -0.4246, -0.5555], [-0.9567, -0.2179, 0.5430], [-2.3483, -0.0336, 0.1774], [-1.5165, 1.1157, 0.6092], [2.7391, 1.0478, -0.5867], [3.4639, -0.3540, 0.2574], [2.3309, 0.7370, 1.1095], [0.5110, -2.6795, -0.7696], [-0.3725, -0.0338, -1.5263], [-3.0818, -0.4636, 0.8558], [-2.6108, -0.0815, -0.8810], [-1.2156, 1.8200, -0.1671], [-1.6209, 1.5355, 1.6060]], "charge": 0, "e_tot_ha": -288.63952, "smiles": "CC1=C[C@H]1N1CC1", "relative_energy_kcal_mol": 89.43, "homo_energy_ev": -9.037, "multiplicity": 1, "e_lumo_ha": 0.0436, "fmax_ev_per_a": 0.873}



{"formula": "C8H12N4O", "method": "ωB97M-V/def2-TZVPD", "species": ["C", "C", "C", "N", "C", "O", "C", "N", "C", "C", "C", "N", "N", "H", "H", "H", "H", "H", "H", "H", "H", "H", "H", "H", "H"], "positions_angstrom": [[1.4346, 3.7073, -1.0339], [0.5725, 2.5344, -1.4338], [0.0692, 2.1232, -2.7216], [-0.7808, 1.0734, -2.5524], [-0.8654, 0.7741, -1.2429], [-1.4826, -0.2817, -0.7603], [-1.1392, -1.1031, 0.2830], [-2.0450, -1.7056, 1.0668], [-1.3884, -2.5020, 1.9688], [-0.0359, -2.3786, 1.7388], [1.1632, -3.0935, 2.3277], [0.1019, -1.4674, 0.6925], [-0.1229, 1.6764, -0.5506], [2.2414, 4.0341, -1.7243], [0.7695, 4.4966, -0.8013], [1.8556, 3.5025, -0.1092], [0.3605, 2.3774, -3.6973], [-1.3817, 0.8160, -3.4299], [-3.0771, -1.8246, 1.0532], [-2.1210, -3.0889, 2.6021], [1.8132, -3.4688, 1.6497], [1.8343, -2.5139, 2.8841], [0.9806, -3.9769, 2.9219], [1.0681, -1.3991, 0.4568], [0.1753, 1.6886, 0.4122]], "charge": 2, "e_tot_ha": -605.66506, "smiles": "Cc1c[nH+]c(Oc2[nH]cc(C)[nH+]2)[nH]1", "relative_energy_kcal_mol": 0.00, "homo_energy_ev": -16.380, "multiplicity": 1, "e_lumo_ha": -0.2543, "fmax_ev_per_a": 4.327}



{"formula": "C56H50BrCrN9O5PS", "method": "ωB97M-V/def2-TZVPD", "species": ["Cr", "N", "C", "C", "C", "C", "C", "C", "P", "C", "C", "C", "C", "C", "C", "C", "C", "C", "C", "C", "C", "H", "H", "H", "H", "H", "H", "H", "H", "H", "H", "H", "H", "H", "H", "H", "H", "C", "N", "C", "N", "C", "N", "C", "C", "C", "C", "C", "C", "C", "N", "N", "C", "O", "C", "C", "C", "C", "C", "C", "N", "C", "N", "C", "N", "C", "H", "H", "H", "H", "H", "H", "H", "H", "H", "H", "H", "H", "H", "H", "H", "H", "C", "C", "C", "C", "H", "H", "H", "H", "H", "H", "H", "H", "H", "O", "C", "O", "C", "C", "C", "C", "S", "C", "C", "H", "H", "H", "H", "H", "Br", "C", "C", "C", "C", "C", "C", "C", "O", "O", "H", "H", "H", "H"], "positions_angstrom": [[-0.3188, -0.2286, 0.1690], [0.1976, 1.8462, 0.7700], [-0.6653, 2.4440, 1.7622], [-0.2825, 3.6050, 2.4224], [-1.0970, 4.1664, 3.3902], [-2.3135, 3.5793, 3.7046], [-2.7101, 2.4320, 3.0471], [-1.8886, 1.8520, 2.0840], [-2.3586, 0.3223, 1.2153], [-4.0521, 0.8250, 0.7050], [-5.1687, 0.5659, 1.4978], [-6.4220, 0.9925, 1.1028], [-6.5778, 1.6811, -0.0892], [-5.4713, 1.9542, -0.8793], [-4.2152, 1.5323, -0.4828], [-2.8032, -0.8576, 2.5317], [-2.4483, -0.7125, 3.8677], [-2.6761, -1.7488, 4.7553], [-3.2367, -2.9378, 4.3150], [-3.6197, -3.0768, 2.9901], [-3.4092, -2.0381, 2.1046], [1.1255, 1.7381, 1.1927], [0.3297, 2.5013, -0.0061], [0.6668, 4.0658, 2.1853], [-0.7809, 5.0638, 3.8984], [-2.9488, 4.0140, 4.4611], [-3.6611, 1.9703, 3.2764], [-5.0553, 0.0242, 2.4261], [-7.2783, 0.7856, 1.7287], [-7.5580, 2.0115, -0.3957], [-5.5964, 2.4971, -1.8051], [-3.3427, 1.7523, -1.0867], [-1.9867, 0.2059, 4.2001], [-2.3952, -1.6397, 5.7927], [-3.3747, -3.7564, 5.0047], [-4.0703, -3.9969, 2.6486], [-3.7264, -2.1184, 1.0703], [-3.0963, -4.9541, -0.9862], [-2.1772, -3.9459, -0.5142], [-1.9996, -2.6676, -0.9015], [-0.9910, -2.1244, -0.2179], [-0.5822, -3.1510, 0.5711], [-1.2739, -4.2446, 0.4125], [-2.4713, -5.7571, -2.1044], [-2.2061, -7.1159, -1.9808], [-1.6206, -7.8041, -3.0383], [-1.2824, -7.1583, -4.2093], [-1.5178, -5.7845, -4.3277], [-2.1225, -5.1015, -3.2676], [-1.1340, -5.0191, -5.4771], [-0.6150, -5.3811, -6.6206], [-0.4050, -4.2770, -7.3384], [-0.7978, -3.2562, -6.6222], [-1.2844, -3.6637, -5.4153], [-0.7709, -1.8513, -6.9009], [-0.2349, -1.3261, -8.0818], [-0.2103, 0.0392, -8.2691], [-0.7281, 0.9023, -7.3094], [-1.2885, 0.3860, -6.1461], [-1.9033, 1.2885, -5.0983], [-1.2508, 1.1184, -3.8249], [-1.5901, 0.4118, -2.7356], [-0.6301, 0.5001, -1.8190], [0.2930, 1.2990, -2.4274], [-0.0576, 1.6697, -3.6256], [-1.2948, -0.9790, -5.9402], [-4.0093, -4.4614, -1.3341], [-3.3363, -5.6006, -0.1391], [-2.6142, -2.1700, -1.6235], [0.2177, -3.0687, 1.2730], [-2.4536, -7.6338, -1.0666], [-1.4216, -8.8600, -2.9336], [-0.8206, -7.6829, -5.0304], [-2.3137, -4.0437, -3.3690], [0.1556, -2.0063, -8.8210], [0.2138, 0.4489, -9.1737], [-0.6951, 1.9699, -7.4667], [-2.9658, 1.0642, -4.9725], [-1.7752, 2.3352, -5.3850], [-2.5187, -0.1067, -2.6230], [1.2419, 1.5698, -2.0000], [-1.7061, -1.3870, -5.0275], [3.9362, -2.1897, -2.9736], [3.4544, -2.1728, -1.5272], [3.4342, -3.5884, -0.9579], [2.0745, -1.4945, -1.4646], [4.9211, -2.6427, -3.0333], [4.0031, -1.1770, -3.3611], [3.2533, -2.7575, -3.6027], [4.1582, -1.5755, -0.9355], [2.7532, -4.2230, -1.5238], [3.1252, -3.5789, 0.0839], [4.4341, -4.0147, -1.0144], [1.2797, -2.2435, -1.5312], [1.9761, -0.7961, -2.3041], [1.4615, -4.1343, 8.1085], [1.8963, -4.3736, 6.8493], [2.5282, -5.3725, 6.6160], [1.5400, -3.3710, 5.8204], [1.0040, -2.1114, 6.1060], [0.6529, -1.2539, 5.0918], [0.8272, -1.6064, 3.7467], [0.3706, -0.4182, 2.5665], [1.4271, -2.8380, 3.4673], [1.7682, -3.7007, 4.4826], [0.9476, -3.3180, 8.1617], [0.8832, -1.7689, 7.1274], [0.2542, -0.2784, 5.3239], [1.6614, -3.1208, 2.4514], [2.2240, -4.6540, 4.2601], [6.9089, 2.7304, 1.9539], [5.5703, 1.3632, 2.0022], [5.5636, 0.4487, 3.0509], [4.5923, -0.5507, 3.0497], [3.6809, -0.6548, 2.0243], [3.6666, 0.2970, 0.9883], [4.6414, 1.3219, 0.9956], [2.7537, 0.3109, -0.1066], [2.7093, 1.2189, -0.9487], [1.8454, -0.7823, -0.2436], [6.3039, 0.5100, 3.8341], [4.5595, -1.2530, 3.8702], [2.9565, -1.4487, 2.0124], [4.6430, 2.0287, 0.1784]], "charge": 0, "e_tot_ha": -7391.01837, "relative_energy_kcal_mol": 13.81, "homo_energy_ev": [-5.813, -4.939], "multiplicity": 2, "e_lumo_ha": [-0.0222, -0.0234], "fmax_ev_per_a": 3.662}



{"formula": "C25H75N13O6P4", "method": "ωB97M-V/def2-TZVPD", "species": ["C", "N", "O", "O", "H", "H", "H", "O", "P", "N", "C", "C", "N", "C", "C", "N", "C", "C", "H", "H", "H", "H", "H", "H", "H", "H", "H", "H", "H", "H", "H", "H", "H", "H", "H", "H", "O", "P", "N", "C", "C", "N", "C", "C", "N", "C", "C", "H", "H", "H", "H", "H", "H", "H", "H", "H", "H", "H", "H", "H", "H", "H", "H", "H", "H", "O", "P", "N", "C", "C", "N", "C", "C", "N", "C", "C", "H", "H", "H", "H", "H", "H", "H", "H", "H", "H", "H", "H", "H", "H", "H", "H", "H", "H", "O", "P", "N", "C", "C", "N", "C", "C", "N", "C", "C", "H", "H", "H", "H", "H", "H", "H", "H", "H", "H", "H", "H", "H", "H", "H", "H", "H", "H"], "positions_angstrom": [[0.7141, 0.4000, -0.9548], [-0.2993, 0.2599, 0.1236], [-1.4199, 0.5550, -0.1364], [0.0617, -0.3007, 1.1695], [0.3097, 0.8017, -1.8839], [1.0910, -0.5998, -1.1704], [1.5453, 1.0307, -0.6396], [4.7162, -0.5873, 4.2449], [4.0017, -0.7695, 2.9371], [3.6703, 0.7672, 2.2787], [2.8331, 1.7211, 3.1811], [3.6997, 1.1628, 0.8446], [2.5318, -1.6083, 3.0780], [2.4383, -2.7280, 4.0155], [1.1823, -1.1480, 2.5297], [4.8253, -1.5564, 1.7308], [4.1400, -2.1264, 0.5388], [6.3255, -1.4206, 1.7051], [1.8302, 2.0148, 2.8714], [3.4574, 2.5750, 3.4438], [2.5714, 1.2603, 4.1337], [3.5482, 2.2417, 0.8792], [3.0815, 0.5115, 0.2267], [4.7040, 0.8420, 0.5680], [3.0855, -3.5918, 3.8637], [2.5607, -2.3041, 5.0122], [1.3885, -3.0211, 4.0148], [0.4108, -1.7772, 2.9737], [1.0791, -0.0728, 2.6756], [1.2149, -1.3018, 1.4511], [4.8494, -2.3422, -0.2602], [3.6434, -3.0111, 0.9373], [3.1810, -1.6828, 0.2716], [6.5780, -0.4623, 1.2511], [6.6239, -2.3472, 1.2147], [6.7678, -1.4330, 2.7012], [-0.0411, 3.2610, 2.2980], [-1.5235, 3.6329, 2.2680], [-2.3367, 3.2932, 0.7693], [-3.6952, 3.6383, 0.3976], [-1.5275, 2.6817, -0.2710], [-1.8766, 5.2447, 2.7111], [-1.5871, 5.8106, 4.1012], [-1.7754, 6.1982, 1.5854], [-2.3674, 2.7288, 3.4526], [-1.8092, 1.4245, 3.7972], [-3.7922, 2.7438, 3.6313], [-4.2905, 2.7265, 0.4453], [-3.8257, 4.1558, -0.5528], [-4.1499, 4.3386, 1.0983], [-1.4396, 1.6097, -0.0939], [-0.5545, 3.1412, -0.0973], [-1.8393, 2.9328, -1.2848], [-1.8958, 6.8548, 4.1514], [-2.1366, 5.2819, 4.8801], [-0.5036, 5.8187, 4.2194], [-2.4630, 5.8397, 0.8194], [-1.9861, 7.2121, 1.9257], [-0.7306, 6.2267, 1.2759], [-1.7857, 0.9364, 2.8229], [-0.7816, 1.5611, 4.1341], [-2.4971, 0.8777, 4.4422], [-4.2962, 3.6606, 3.3255], [-4.0338, 2.6044, 4.6850], [-4.2197, 1.9460, 3.0239], [-3.9725, -1.2961, -2.1033], [-4.9399, -0.1326, -2.0002], [-6.2423, -0.4353, -0.8942], [-7.3428, 0.5024, -0.5571], [-6.3048, -1.6153, 0.0071], [-5.6806, 0.3313, -3.5079], [-6.5768, -0.6310, -4.0515], [-4.8451, 1.0318, -4.5333], [-4.2380, 1.2728, -1.3431], [-4.8422, 2.5951, -1.1648], [-2.8005, 1.1938, -0.9869], [-7.3552, 0.6590, 0.5216], [-8.2880, 0.0087, -0.7828], [-7.3945, 1.4515, -1.0906], [-6.0397, -2.4664, -0.6202], [-7.3415, -1.8597, 0.2388], [-5.6637, -1.3684, 0.8533], [-7.1194, -1.1301, -3.2487], [-7.3511, -0.1289, -4.6316], [-6.1299, -1.2752, -4.8088], [-4.3585, 1.9553, -4.2194], [-4.0073, 0.3947, -4.8165], [-5.4527, 1.1744, -5.4270], [-4.0313, 3.3228, -1.1348], [-5.4908, 2.8941, -1.9882], [-5.4740, 2.7045, -0.2833], [-2.3859, 2.1185, -0.5854], [-2.1922, 0.9091, -1.8454], [-2.5621, 0.6108, -0.0973], [5.5079, -2.6201, -0.8435], [4.7120, -3.1320, -1.9126], [3.4082, -2.1385, -2.5034], [2.4559, -2.4879, -3.6247], [2.9684, -1.0014, -1.6033], [3.8015, -4.4689, -1.4950], [3.2041, -4.4072, -0.1325], [3.0855, -5.3799, -2.4689], [5.6246, -3.7563, -3.2453], [6.1586, -2.7972, -4.2409], [6.4888, -4.9743, -3.0772], [2.1332, -1.5738, -4.1231], [1.5818, -2.9871, -3.2065], [2.8934, -3.1353, -4.3846], [2.1075, -0.4263, -1.9440], [3.8582, -0.4371, -1.3241], [2.5612, -1.4391, -0.6918], [3.6794, -3.5399, 0.3257], [2.1312, -4.2175, -0.1657], [3.4152, -5.2680, 0.5020], [2.0778, -4.9944, -2.6241], [3.6851, -5.6121, -3.3490], [2.8827, -6.3497, -2.0147], [6.4321, -3.4699, -5.0538], [5.3092, -2.2705, -4.6759], [6.9530, -2.1818, -3.8187], [7.5179, -4.8359, -2.7455], [6.4669, -5.6016, -3.9683], [6.1407, -5.6216, -2.2723]], "charge": 0, "e_tot_ha": -3524.97672, "relative_energy_kcal_mol": 870.32, "homo_energy_ev": -6.915, "multiplicity": 1, "e_lumo_ha": -0.0330, "fmax_ev_per_a": 16.725}